(1)
{"formula": "C30H66B2N2O25", "method": "ωB97M-V with the def2-TZVPD basis set", "homo_energy_ev": -8.909, "gap_ev": 8.40, "total_charge": 0, "spin_multiplicity": 1, "elements": ["H", "O", "C", "C", "C", "O", "C", "C", "H", "N", "O", "O", "O", "C", "C", "H", "C", "H", "H", "C", "H", "O", "C", "H", "H", "O", "O", "C", "H", "H", "B", "O", "C", "H", "B", "H", "H", "O", "C", "H", "H", "H", "O", "C", "O", "H", "C", "O", "H", "H", "H", "H", "C", "H", "H", "C", "H", "H", "H", "H", "H", "H", "H", "O", "H", "C", "O", "O", "O", "O", "H", "O", "H", "O", "H", "H", "H", "H", "O", "C", "H", "H", "H", "H", "N", "H", "C", "C", "C", "H", "H", "H", "C", "C", "O", "H", "C", "H", "H", "H", "H", "H", "H", "H", "H", "C", "H", "H", "H", "C", "H", "O", "H", "H", "H", "H", "H", "O", "C", "H", "C", "H", "O", "C", "H"], "coordinates": [[-0.82647, 0.59254, -7.11044], [-1.77799, -3.65013, 0.44765], [-0.41835, 4.69651, 1.46089], [3.16047, 3.46088, 5.49744], [-9.04663, -3.44629, -4.99159], [0.58817, -1.08304, -0.21829], [-4.67625, -5.76785, -1.60221], [3.44969, 1.57030, 7.23051], [0.70523, 3.55514, 6.99018], [2.58678, 2.41011, 6.37864], [-1.34263, 4.72266, 2.25795], [4.73974, 4.05109, 0.09506], [1.51488, 0.85062, -3.77931], [3.62679, 3.82650, 0.26991], [2.58952, -0.58437, -1.09863], [-3.14319, -5.97186, -3.97072], [3.04758, 2.51249, 0.58226], [4.14602, 0.94406, 6.49936], [0.11679, 2.56801, 5.28875], [-4.43530, -4.28007, -1.94530], [-0.15522, -0.83888, 2.75933], [0.08632, 0.57980, -7.25359], [-7.73635, -2.80257, -4.60441], [-0.54447, 0.39377, 4.79760], [4.99214, 0.29145, -1.12535], [3.27231, -1.51416, -0.63868], [0.67850, 4.29222, 1.86384], [-4.26523, -5.59313, -3.85898], [1.22989, 1.00718, 6.39137], [-2.49934, -3.66151, -4.56377], [1.97556, 1.02492, -2.33440], [0.87155, 0.69323, -1.41315], [2.61981, 1.04038, 8.51287], [-4.82816, -2.88108, -4.88317], [1.40271, 3.98034, 0.61752], [1.64578, -0.32168, 2.85391], [-7.79018, -2.03036, -3.74475], [0.50706, 4.20415, -0.48239], [1.80860, 1.41605, 5.58945], [2.97592, 5.27975, -2.69778], [-7.26984, -4.53049, -3.42748], [5.66218, 4.05324, 3.06233], [3.74774, 1.53303, 0.80981], [0.51545, 0.08906, 2.84335], [2.83309, 3.97034, -3.75107], [1.63969, -3.65807, 1.97592], [2.42782, 2.82739, -3.46996], [-1.79260, 1.17880, 0.26614], [5.43477, 4.86905, 4.61745], [3.62406, 2.51287, 3.68840], [2.29344, 0.09926, 8.24482], [-4.69075, -5.95745, -4.75212], [1.48938, 2.08504, 8.50784], [-9.53582, -4.01364, -4.24832], [-6.74314, -4.56020, -5.06982], [-6.72776, -3.86275, -4.29046], [2.37742, 6.10535, -1.47582], [-0.92627, 1.27719, -0.04178], [-6.20872, -6.47399, -2.99578], [4.21540, -3.46273, 1.93054], [-0.43144, -2.22550, -3.27462], [5.61401, 0.97419, -0.41729], [-7.43470, -1.97925, -5.42419], [2.36205, 2.46237, -2.29603], [2.62308, 3.07382, -6.68173], [1.25482, -0.27724, -0.79097], [1.79315, 1.99266, -5.60977], [1.79895, 2.54471, 0.65245], [2.97644, 0.08061, -2.06155], [-1.65238, 4.91534, -0.49956], [4.15954, -2.50114, 0.44570], [5.94559, 0.37453, -0.95553], [-1.04430, 1.56409, 3.72306], [2.99888, 4.06991, -6.95788], [-5.34318, -3.64881, -1.59495], [-2.10476, -4.36592, -3.21231], [-9.64943, -2.65275, -5.17019], [0.68173, 1.11655, -6.59537], [2.73669, 4.69467, 0.45432], [1.90283, 1.84221, -4.38831], [-1.06986, -1.26791, -4.59991], [0.36350, 0.58486, 1.84923], [1.08485, -2.57143, 0.85643], [4.29844, 4.82972, 3.09051], [-4.20750, -4.14999, -3.38037], [-5.48972, -5.95552, -0.81893], [-0.12063, 1.01233, 3.97135], [0.80082, 2.01921, 4.57057], [-2.81616, -3.59769, -3.62411], [-3.51884, -3.90068, -1.42466], [-2.14423, -4.40581, 0.77187], [-5.45880, -2.16808, -3.58853], [4.15526, 3.06884, 4.37649], [-1.04403, -1.70888, -3.59501], [3.08609, -3.38173, -3.34100], [3.13695, 1.08229, 9.36129], [-0.53317, 4.66576, 0.02603], [2.73344, -3.67538, -2.46400], [-0.87536, -0.61559, -3.20644], [3.78707, 4.22699, 6.14607], [4.88378, 2.50616, 4.78105], [2.53516, 4.58392, -6.40253], [2.34151, 0.69470, 5.02275], [3.82157, -2.82734, -2.93621], [4.11777, 2.39861, 7.74810], [4.82886, 4.24127, 3.81901], [0.55476, 1.53425, 8.47801], [-3.84988, -6.16417, -1.10998], [-0.89459, -3.45413, 0.65141], [1.68086, 3.12116, 7.36265], [2.44410, 4.12991, 5.03676], [4.64916, -3.21499, 0.98884], [-2.56568, -2.11397, -2.18827], [-2.28415, 1.60987, -0.32898], [-3.48545, -1.64353, -3.51058], [1.49062, 2.67658, 9.56278], [-8.96196, -3.94545, -5.98233], [0.83487, -3.28861, 1.43541], [-2.52635, -2.04608, -3.19084], [2.15929, 3.93429, 7.75593], [-5.25914, -3.23678, -4.01400], [-4.55436, -7.52515, -2.55253], [3.03921, 6.17136, -2.12792], [-4.96172, -6.45001, -2.87701], [1.38851, 2.54325, 3.76473]], "lowdin_charge": [-0.029, 0.006, -0.484, -0.120, -0.111, 0.175, -0.204, -0.073, 0.160, -0.256, 0.139, 0.231, 0.319, -0.552, -0.422, 0.183, -0.450, 0.181, 0.129, -0.106, 0.084, -0.095, -0.314, 0.110, 0.016, 0.114, 0.283, -0.126, 0.113, 0.079, -0.774, 0.322, -0.096, 0.099, -0.808, 0.121, 0.134, 0.321, -0.120, 0.055, 0.162, 0.113, 0.140, -0.077, 0.147, 0.107, -0.384, 0.043, 0.127, 0.083, 0.085, 0.115, -0.142, 0.069, 0.079, -0.193, -0.033, -0.019, 0.169, 0.085, -0.062, -0.082, 0.160, 0.322, 0.100, -0.520, 0.093, 0.263, 0.357, 0.116, 0.009, 0.013, 0.121, -0.100, 0.171, 0.153, 0.034, 0.042, 0.256, -0.399, 0.096, 0.044, -0.016, 0.070, -0.194, 0.149, -0.241, -0.185, -0.099, 0.121, -0.022, 0.160, -0.234, 0.013, -0.098, 0.065, -0.416, 0.041, 0.127, 0.168, 0.075, -0.075, 0.128, 0.063, 0.167, -0.100, 0.103, 0.086, -0.036, -0.090, 0.138, -0.169, 0.047, -0.025, 0.091, 0.168, 0.105, -0.096, -0.101, 0.091, -0.071, 0.176, -0.094, -0.208, 0.124]}

***

(2)
{"formula": "C3H5N5", "method": "ωB97M-V with the def2-TZVPD basis set", "homo_energy_ev": -9.097, "gap_ev": 9.34, "total_charge": 0, "spin_multiplicity": 1, "elements": ["H", "C", "H", "N", "N", "H", "C", "N", "N", "N", "H", "C", "H"], "coordinates": [[2.21036, 0.82498, 0.18852], [-0.72518, -0.00665, -0.00918], [1.76144, -0.08895, 1.56530], [-1.57880, -0.92980, -0.32872], [0.38580, -1.60841, -0.91933], [-1.86898, 1.59264, 0.43125], [0.44510, -0.44417, -0.36233], [-0.93403, 1.11472, 0.81686], [-0.84949, -2.05093, -0.74312], [0.38788, 1.68689, 0.80011], [0.62631, 2.10907, -0.13296], [1.35212, 0.45150, 0.53407], [-1.21253, -2.65090, -1.84047]], "lowdin_charge": [0.039, -0.450, 0.170, 0.079, 0.036, 0.195, -0.285, 0.005, -0.066, -0.053, 0.109, -0.061, 0.282]}

***

(3)
{"formula": "C3H6IPS", "method": "ωB97M-V with the def2-TZVPD basis set", "homo_energy_ev": -8.574, "gap_ev": 7.50, "smiles": "CC/P=C\\SI", "total_charge": 0, "spin_multiplicity": 1, "elements": ["I", "H", "H", "P", "H", "S", "H", "C", "C", "H", "C", "H"], "coordinates": [[-1.54336, 2.38193, 2.41716], [1.06558, 0.15370, -1.61000], [1.37170, -1.71896, 0.68209], [-1.28454, -0.71524, -0.97098], [0.69926, -0.35726, 1.24842], [-0.71300, 2.11137, 0.16977], [2.18248, -0.32587, 0.38146], [0.60951, -0.66723, -0.97944], [1.21036, -0.75177, 0.36213], [-2.86817, 0.82214, -0.02130], [-1.69286, 0.73220, -0.21265], [0.96305, -1.66500, -1.46664]], "lowdin_charge": [0.396, 0.080, 0.039, 0.888, 0.059, 0.196, 0.066, -0.535, -0.240, 0.032, -1.070, 0.088]}

***

(4)
{"formula": "C2H14O5", "method": "ωB97M-V with the def2-TZVPD basis set", "homo_energy_ev": -10.314, "gap_ev": 10.67, "smiles": "C=C.O.O.O.O.O", "total_charge": 0, "spin_multiplicity": 1, "elements": ["H", "C", "O", "C", "H", "H", "H", "H", "O", "O", "H", "H", "O", "H", "H", "H", "H", "H", "O", "H", "H"], "coordinates": [[0.40923, 0.73847, 4.21556], [-0.59024, 1.90802, -3.70992], [-1.33107, -0.47107, -0.44664], [0.43136, 2.07049, -2.89283], [1.00659, -0.43668, 3.55448], [1.24028, 1.34890, -2.82555], [-2.29070, -0.58123, -0.44936], [0.11430, -3.43819, -2.34921], [-0.41835, 1.77467, 2.39283], [0.91454, -1.86849, 1.37115], [0.44238, -1.12563, 0.97480], [-0.36494, 2.69489, 2.11628], [0.30187, -2.49989, -2.30163], [-0.65602, 1.04770, -4.37186], [-1.40228, 2.62207, -3.81352], [-0.94799, 1.25713, 1.77905], [1.22837, -2.35899, -2.08280], [0.44517, -2.08345, 2.18579], [0.86094, -0.08594, 4.44596], [0.54558, 2.92089, -2.23626], [-0.99391, -0.91534, -1.23861]], "lowdin_charge": [0.006, -0.085, -0.062, -0.086, 0.002, 0.045, 0.047, 0.043, -0.044, -0.059, 0.003, 0.048, -0.047, 0.047, 0.045, 0.030, 0.047, 0.034, -0.071, 0.042, 0.014]}

***

(5)
{"formula": "C6H10O", "method": "ωB97M-V with the def2-TZVPD basis set", "homo_energy_ev": [-9.121, -9.120], "gap_ev": [9.37, 9.37], "total_charge": 0, "spin_multiplicity": 1, "elements": ["O", "C", "H", "C", "C", "H", "H", "H", "H", "H", "H", "C", "H", "H", "C", "H", "C"], "coordinates": [[-1.52832, -0.27190, -0.92609], [0.29637, -0.93767, 0.83771], [0.02358, 2.58147, 0.67794], [0.64260, -0.88674, -1.52656], [0.10949, -1.62632, -0.48552], [-0.07990, 1.60868, 2.15301], [-1.27474, 1.37848, 0.84660], [-0.61103, -0.98424, 1.44121], [-0.20069, -2.66578, -0.55687], [-2.44723, -0.02793, -0.68515], [0.63445, -1.18744, -2.56718], [0.63586, 0.51046, 0.42051], [1.10196, -1.41810, 1.41164], [1.69163, 0.73212, 0.64849], [0.52673, 0.41931, -1.07833], [0.59257, 1.30282, -1.70978], [-0.22627, 1.58756, 1.06756]], "lowdin_charge": [-0.258, -0.143, 0.079, -0.101, -0.036, 0.079, 0.068, 0.121, 0.121, 0.002, 0.111, -0.356, 0.121, 0.147, -0.016, 0.129, -0.069]}

***

Computed total energy (a.u.) in order:
-3222.7560, -390.8798, -1155.0828, -460.7567, -309.7286
Computed F_max (hartree/bohr) in order:
0.3838, 0.1355, 0.0547, 0.0148, 0.0094
Computed energy relative to the best compared isomer or geometry (same formula, charge and spin) (kJ/mol) in order:
114.6, 626.6, 35.8, 128.4, 298.7